2 unconnected molecules or ions with the total composition C5H11BrCl2N2O2, computed with wB97M-V/def2-TZVPD.

Values from the calculation:
Kohn-Sham gap: 0.3631 Eh
E_HOMO: -0.35015 Ha
Net charge: 0
SMILES: NCCCN(Br)C(=O)O.ClCCl
Multiplicity: 1
Largest force on an atom: 0.01255 Eh/bohr

Geometry (Å):
H  1.236  1.977  1.683
H  -0.367  0.167  -0.130
H  1.761  0.212  -0.687
C  1.031  1.030  1.189
H  2.616  1.650  -0.137
H  -1.813  -2.440  -3.680
C  -0.300  1.087  0.454
H  -1.887  -2.276  -1.899
C  -1.300  -2.094  -2.792
C  -2.398  0.084  1.311
Cl  0.231  -2.956  -2.646
H  -0.301  1.919  -0.257
H  0.996  0.243  1.946
O  -2.757  -0.328  0.066
N  -1.530  1.195  1.283
Cl  -1.062  -0.340  -2.950
O  -2.860  -0.425  2.282
N  3.211  -0.054  0.874
H  -2.140  -0.029  -0.612
Br  -1.276  1.904  2.992
C  2.165  0.715  0.205
H  3.922  -0.350  0.217
H  2.821  -0.893  1.289